Entry 1:
Density functional theory data (ωB97M-V with the def2-TZVPD basis set) for the ion C4H8NOS with charge -1.

Output
Gap between HOMO and LUMO   0.229 hartree
Structure (SMILES)   CC(=O)NCC[S-]
Net charge   -1
Relative energy (zero: lowest compared OMol25 entry of this formula, charge and spin)   6.7 kcal per mole

```
15
C4H8NOS (ωB97M-V with the def2-TZVPD basis set)
C 0.8414 -1.9300 -0.5973
C -0.3177 -1.1272 -1.1557
O -1.0609 -1.6320 -1.9992
N -0.5490 0.0915 -0.6475
C 0.1884 0.7744 0.4260
C -0.6297 1.8684 1.0949
S 0.1556 2.3374 2.6901
H 1.6900 -1.7725 -1.2536
H 1.0552 -1.8541 0.4620
H 0.5713 -2.9808 -0.7672
H -1.3261 0.5375 -1.1158
H 1.0411 1.2931 -0.0160
H 0.5254 0.0408 1.1492
H -1.6715 1.5778 1.2236
H -0.5135 2.7758 0.5064
```

Entry 2:
Density functional theory data (ωB97M-V with the def2-TZVPD basis set) for the molecule C4H10N2S.

Output
Gap between HOMO and LUMO   0.352 hartree
Structure (SMILES)   N[C@H]1CN[C@H]1CS
Relative energy (zero: lowest compared OMol25 entry of this formula, charge and spin)   29.4 kcal per mole

```
17
C4H10N2S (ωB97M-V with the def2-TZVPD basis set)
N -0.2733 1.8593 -0.2108
C -0.8761 0.5620 0.1950
C -1.2773 -0.4854 -0.8488
N -0.2213 -1.3858 -0.3279
C 0.0602 -0.4645 0.7801
C 1.4680 0.0210 0.9162
S 2.4707 0.0898 -0.5803
H 0.3723 1.6549 -0.9677
H -1.0047 2.4369 -0.5965
H -1.7360 0.8375 0.8700
H -2.3160 -0.8231 -0.6162
H -1.2321 -0.2264 -1.9217
H -0.4558 -2.3796 -0.2206
H -0.3032 -0.8392 1.7495
H 1.5037 0.9526 1.4200
H 1.9203 -0.7679 1.5645
H 1.9006 -1.0421 -1.2048
```

Entry 3:
Density functional theory data (ωB97M-V with the def2-TZVPD basis set) for a structure of composition C3H5N3.

Output
Gap between HOMO and LUMO   0.336 hartree
Relative energy (zero: lowest compared OMol25 entry of this formula, charge and spin)   149.9 kcal per mole

```
11
C3H5N3 (ωB97M-V with the def2-TZVPD basis set)
C -1.5794 -0.1820 -0.1998
N -0.2840 -0.8272 -0.0523
C 0.8495 -0.2279 -0.3428
N 1.2761 1.3835 0.5852
C 2.1932 -0.5883 -0.0726
N 2.0678 0.3553 0.8838
H -1.9522 0.1689 0.7675
H -2.2979 -0.8793 -0.6393
H -1.4616 0.6761 -0.8630
H -0.2525 -1.7142 0.4353
H 1.5591 1.7332 -0.3369
```

Entry 4:
Density functional theory data (ωB97M-V with the def2-TZVPD basis set) for a cluster of 7 separate species, C27H79Br3N14O8P4 in total.

Output
Gap between HOMO and LUMO   0.273 hartree
Structure (SMILES)   CN(C)P(=O)(N(C)C)N(C)C.CN(C)P(=O)(N(C)C)N(C)C.CN(C)P(=O)(N(C)C)N(C)C.CN(C)P(=O)(N(C)C)N(C)C.C[N+](=O)[O-].C[N+](=O)[O-].BrC(Br)Br
Relative energy (zero: lowest compared OMol25 entry of this formula, charge and spin)   125.8 kcal per mole

```
135
C27H79Br3N14O8P4 (ωB97M-V with the def2-TZVPD basis set)
C 7.0007 1.7798 6.4213
N 7.3735 3.1606 6.2051
C 7.8790 3.8057 7.3733
P 7.5824 4.0135 4.7394
O 8.2057 5.3500 4.6932
N 8.5823 2.8989 3.8862
C 9.8566 2.4689 4.4189
C 8.5244 2.7384 2.4074
N 5.9704 4.0161 4.0273
C 5.1501 2.8454 3.7460
C 5.0999 5.2040 4.1996
H 6.4316 1.7853 7.3509
H 7.8739 1.1455 6.5738
H 6.3328 1.4292 5.6344
H 7.7335 3.2667 8.3094
H 7.4037 4.7858 7.4132
H 8.9348 3.8036 7.1023
H 10.5914 2.9096 3.7451
H 9.9382 3.0261 5.3522
H 9.8824 1.3912 4.5801
H 7.4942 2.7298 2.0517
H 9.0831 3.4601 1.8115
H 9.0462 1.8116 2.1691
H 4.4853 2.5675 4.5639
H 4.3699 2.9043 2.9871
H 5.7520 2.0117 3.3846
H 5.6163 6.1579 4.0924
H 4.5430 5.1344 5.1340
H 4.3491 5.2468 3.4106
C 7.7287 -4.1925 -5.1059
N 6.4253 -3.7206 -4.4793
C 5.3538 -3.4296 -5.3528
P 6.1851 -3.7469 -2.7799
O 7.1310 -4.6262 -1.9861
N 6.1704 -2.1151 -2.3444
C 6.8117 -1.1921 -3.2085
C 6.2967 -1.7038 -0.9050
N 4.6034 -4.2164 -2.5719
C 4.2795 -5.6104 -2.6750
C 3.3926 -3.3710 -2.8586
H 8.3442 -4.4547 -4.2454
H 8.1565 -3.3650 -5.6719
H 7.7867 -5.1993 -5.5196
H 4.7400 -4.3228 -5.4692
H 5.7677 -3.1050 -6.3075
H 4.6691 -2.7101 -4.9036
H 6.4630 -1.3185 -4.2335
H 6.6068 -0.2092 -2.7842
H 7.8975 -1.2755 -3.1607
H 7.2116 -2.2085 -0.5946
H 6.4760 -0.6302 -0.8470
H 5.5614 -1.9904 -0.1531
H 5.0306 -6.0488 -2.0180
H 3.2564 -5.8685 -2.4015
H 4.3979 -5.9630 -3.6995
H 3.5413 -2.3117 -2.6492
H 2.5860 -3.6076 -2.1647
H 3.0449 -3.4780 -3.8861
C -8.0614 1.5051 -1.8468
N -7.6314 2.2584 -3.0128
C -6.2852 2.7260 -2.8079
P -8.5938 2.6657 -4.4357
O -8.1282 3.9250 -5.1112
N -8.4598 1.2248 -5.2755
C -8.8580 -0.0539 -4.6833
C -8.3794 1.3967 -6.7020
N -10.2054 2.7474 -3.8821
C -11.2968 2.3915 -4.6764
C -10.4936 3.7448 -2.9378
H -8.9841 1.0114 -2.1519
H -8.3064 2.1005 -0.9673
H -7.2932 0.7356 -1.7700
H -6.3548 3.3752 -1.9352
H -5.9942 3.3126 -3.6793
H -5.6044 1.8907 -2.6434
H -8.7065 -0.7631 -5.4971
H -8.2405 -0.2854 -3.8153
H -9.8628 -0.1841 -4.2814
H -7.7272 2.1958 -7.0543
H -7.9539 0.5399 -7.2244
H -9.3233 1.7466 -7.1201
H -12.0662 2.0304 -3.9939
H -11.6228 3.1898 -5.3431
H -10.9785 1.5647 -5.3115
H -11.3351 3.4184 -2.3268
H -10.7772 4.7033 -3.3723
H -9.6015 3.9504 -2.3462
C -2.5866 -7.3868 2.7279
N -2.6804 -6.1300 2.0673
C -1.9482 -5.9869 0.8246
P -3.5092 -4.7844 2.8028
O -3.8543 -4.9505 4.1968
N -2.4396 -3.4316 2.4186
C -2.1324 -2.7946 1.0855
C -1.4579 -3.2884 3.4733
N -4.8702 -4.7301 1.7011
C -5.6227 -5.8526 1.4561
C -5.5790 -3.4894 1.5186
H -2.7513 -7.2171 3.7919
H -1.6049 -7.8356 2.5759
H -3.4398 -8.0353 2.5292
H -1.6139 -6.9378 0.4098
H -0.9886 -5.5293 1.0655
H -2.5390 -5.3795 0.1390
H -1.0659 -2.7069 0.8780
H -2.7123 -3.3278 0.3323
H -2.3688 -1.7321 1.0279
H -1.9304 -3.0599 4.4285
H -0.6918 -4.0625 3.4283
H -0.9661 -2.3403 3.2556
H -5.9386 -6.2582 2.4172
H -6.4921 -5.6640 0.8263
H -5.0410 -6.5564 0.8609
H -5.6636 -3.3241 0.4445
H -4.8943 -2.7308 1.8976
H -6.5224 -3.4807 2.0645
C -0.4068 2.6659 -0.5265
N 0.4498 1.6896 -1.1949
O 1.7058 1.9373 -1.3477
O -0.2022 0.8009 -1.7493
H -1.1157 2.1422 0.1148
H -0.8705 3.2931 -1.2879
H 0.1636 3.3695 0.0798
C -4.9535 3.0352 5.5852
N -4.0763 2.7121 4.3778
O -4.6236 2.3735 3.3113
O -2.8230 2.7628 4.5153
H -5.8603 2.4363 5.5000
H -5.1517 4.0888 5.3882
H -4.5012 2.8218 6.5537
Br 0.5985 10.8048 -3.3610
C 1.3932 9.1220 -2.6221
Br -0.0623 7.6602 -2.6142
Br 2.0856 9.4662 -0.7539
H 2.2793 8.9009 -3.2170
```

Entry 5:
Density functional theory data (ωB97M-V with the def2-TZVPD basis set) for a structure of composition C4H10N2O3.

Output
Gap between HOMO and LUMO   0.314 hartree
Relative energy (zero: lowest compared OMol25 entry of this formula, charge and spin)   94.5 kcal per mole

```
19
C4H10N2O3 (ωB97M-V with the def2-TZVPD basis set)
C -0.5351 -1.3086 0.5258
C -0.4568 0.0278 1.2231
C -0.6599 1.3812 -0.8153
N 0.1560 0.9804 0.3103
C 1.5652 0.5934 0.1218
N -1.7762 -1.6416 0.1509
O 2.0895 1.3433 -0.9528
O 1.3606 -1.1585 -0.4341
O 2.2292 0.4563 1.1589
H 3.0167 1.4740 -0.7200
H 1.4665 -1.1676 -1.3925
H 0.0036 -2.2412 0.3578
H -2.5868 -1.0597 0.3085
H -1.9362 -2.5826 -0.1848
H -1.4291 0.4231 1.5276
H 0.1184 -0.0258 2.1452
H -1.5419 1.9115 -0.4444
H -1.0024 0.5419 -1.4411
H -0.0814 2.0529 -1.4450
```

Entry 6:
Density functional theory data (ωB97M-V with the def2-TZVPD basis set) for the molecule C2H5BrS.

Output
Gap between HOMO and LUMO   0.341 hartree
Structure (SMILES)   C[C@H](S)Br
Relative energy (zero: lowest compared OMol25 entry of this formula, charge and spin)   32.7 kcal per mole

```
9
C2H5BrS (ωB97M-V with the def2-TZVPD basis set)
C 0.6505 0.8301 -0.2205
C -0.2290 0.0288 0.6601
S 0.2025 -2.0283 -0.1705
Br -2.1115 0.2546 0.0246
H 1.7595 0.5022 0.0601
H 0.5413 0.6816 -1.2303
H 0.3924 1.8080 0.0342
H -0.3095 -0.1560 1.7771
H -0.8962 -1.9210 -0.9348
```

| no. | calculated total energy (hartree) |
| --- | --- |
| 1 | -685.4454 |
| 2 | -666.0561 |
| 3 | -281.3511 |
| 4 | -11531.8708 |
| 5 | -493.5344 |
| 6 | -3051.3327 |